(1)
Density functional theory data (ωB97M-V/def2-TZVPD) for 2 unconnected molecules or ions with the total composition H4N3O3 at a distorted geometry.

Computed properties:
LUMO (alpha / beta)	-6.8 / -6.8	eV
F_max	5.18	eV/Å
relative energy (zero: lowest compared OMol25 entry of this formula, charge and spin)	17.2	kcal/mol
E_tot	-391.7899	hartree
charge	+1

The geometry in XYZ format:
```
10
Properties=species:S:1:pos:R:3:forces:R:3:lowdin_charge:R:1
O -1.2080 -0.7232 0.3486 -3.7497 -3.3941 -1.1174 0.03
H -2.3811 0.7672 0.8716 0.3964 2.7735 -0.8612 0.08
N 2.1060 0.1249 -0.8114 3.1376 -1.8558 -0.3647 0.08
N -2.1812 -0.1417 1.1278 -0.2661 0.1057 2.8157 0.16
N -0.1794 -0.2273 -0.0680 3.0892 1.7124 0.2068 -0.11
O 1.4103 -0.7146 -1.3205 0.3327 -0.5276 0.4305 0.08
H 2.9813 -0.2183 -0.1491 -2.7705 1.1108 -1.2711 0.27
H 2.2554 0.9319 -1.4168 -0.0559 0.9218 0.5518 0.17
O 0.2958 0.7877 0.3392 -0.9859 0.4268 0.2694 0.11
H -3.0991 -0.5866 1.0784 0.8721 -1.2736 -0.6598 0.14
```
Positions in Å, forces in eV/Å.

(2)
Density functional theory data (ωB97M-V/def2-TZVPD) for H4N4O in the gas phase at a distorted geometry.

Computed properties:
LUMO (alpha / beta)	1.0 / -1.0	eV
F_max	5.49	eV/Å
relative energy (zero: lowest compared OMol25 entry of this formula, charge and spin)	21.5	kcal/mol
E_tot	-296.4322	hartree
charge	0
multiplicity	3

The geometry in XYZ format:
```
9
Properties=species:S:1:pos:R:3:forces:R:3:mulliken_spin:R:1
N -0.2179 1.5864 -1.3480 1.0150 2.4735 -0.6760 0.73
H 0.3411 -0.6456 -0.8963 -1.2764 1.6154 0.5510 0.01
H -1.2674 -0.0562 -0.9556 -0.5183 -0.3105 0.8242 0.03
N -0.3491 -0.1185 0.9099 -1.2901 0.3485 -1.1028 0.75
H 1.5248 -0.0794 1.6448 -0.1440 -0.2131 0.3338 0.03
N 0.8331 -0.7489 1.3227 -0.5271 -1.2173 -0.5567 -0.01
H 0.5544 -1.5083 2.0009 0.6854 1.7048 -0.6567 0.02
O -1.0410 1.5130 -2.1959 -0.4298 0.1104 -0.6144 0.45
N -0.3781 0.0573 -0.4825 2.4852 -4.5116 1.8973 -0.01
```
Positions in Å, forces in eV/Å.

(3)
Density functional theory data (ωB97M-V/def2-TZVPD) for 2 unconnected molecules or ions with the total composition H4N4O2 at a distorted geometry.

Computed properties:
LUMO (alpha / beta)	-0.1 / -0.1	eV
F_max	4.33	eV/Å
relative energy (zero: lowest compared OMol25 entry of this formula, charge and spin)	49.9	kcal/mol
E_tot	-371.6571	hartree
charge	0

The geometry in XYZ format:
```
10
Properties=species:S:1:pos:R:3:forces:R:3:lowdin_charge:R:1
N 0.5078 1.8107 -0.2922 -0.0319 2.0055 -0.5294 -0.08
H 0.8825 -0.9241 0.1416 -0.4424 0.7130 0.3057 0.08
N 0.4411 1.6425 0.9460 -0.7047 -1.7378 0.1808 -0.20
H 0.3465 2.4702 1.5462 0.4471 -0.0953 -0.6680 0.16
N -0.6909 -1.5620 -0.6662 -3.4895 -2.4014 -0.9085 0.00
H -1.3452 -1.5103 0.1454 1.4400 0.5302 -0.1261 0.14
O 0.3683 0.8368 -1.1087 0.1804 -0.7931 0.4130 -0.15
N 0.4715 -1.1055 -0.7746 0.2084 -0.2315 -0.3849 0.07
O 0.2483 0.4902 1.5065 0.1086 -0.1894 0.3412 -0.20
H -1.2298 -2.1485 -1.4440 2.2840 2.1998 1.3763 0.18
```
Positions in Å, forces in eV/Å.

(4)
Density functional theory data (ωB97M-V/def2-TZVPD) for H4N4O2 in the gas phase at a distorted geometry.

Computed properties:
LUMO (alpha / beta)	0.7 / -3.7	eV
F_max	5.79	eV/Å
relative energy (zero: lowest compared OMol25 entry of this formula, charge and spin)	75.0	kcal/mol
E_tot	-371.5542	hartree
charge	0
multiplicity	3

The geometry in XYZ format:
```
10
Properties=species:S:1:pos:R:3:forces:R:3:mulliken_spin:R:1
H -1.2275 -0.4301 0.7308 -1.0041 -1.0312 0.0732 0.00
H 1.4206 -1.1100 0.1564 0.1807 0.3787 0.1768 0.00
N -0.9374 0.3354 -1.1771 0.9873 -0.1309 0.6943 0.45
N -0.7683 0.2041 0.1341 3.0482 2.3804 4.3085 0.29
O 0.0055 0.7751 -1.8209 2.6278 1.5457 -2.8057 0.35
H 0.9691 1.3649 0.2002 -0.4878 -1.3934 0.1568 0.00
H 0.7802 -1.1760 1.6570 0.8753 1.4028 -0.6699 0.00
N 0.5174 0.5761 0.7076 -2.6000 -0.2705 -0.7677 0.13
O -2.0683 -0.0079 -1.5893 -3.5186 -1.2363 -1.4393 0.77
N 1.3087 -0.5316 1.0013 -0.1089 -1.6452 0.2731 0.03
```
Positions in Å, forces in eV/Å.

(5)
Density functional theory data (ωB97M-V/def2-TZVPD) for 2 unconnected molecules or ions with the total composition H4N5 at a distorted geometry.

Computed properties:
LUMO	-5.4	eV
F_max	3.60	eV/Å
relative energy (zero: lowest compared OMol25 entry of this formula, charge and spin)	8.8	kcal/mol
E_tot	-275.8735	hartree
charge	+1

The geometry in XYZ format:
```
9
Properties=species:S:1:pos:R:3:forces:R:3:lowdin_charge:R:1
N 2.9931 0.0188 0.0764 1.9859 0.0454 0.9251 0.10
H -1.5739 -1.1956 -0.6038 2.3194 0.0644 2.7468 0.24
N -0.7077 1.1108 0.1105 0.4440 0.7787 -0.8729 0.17
N -0.1922 0.0163 0.4165 -0.4040 -1.2547 1.3947 -0.14
N -0.7689 -1.0938 0.2020 -1.5856 0.1141 -2.4152 0.14
N 2.0073 -0.0098 -0.3561 -0.7710 -0.0494 -1.4773 0.01
H -1.5825 1.1628 -0.3947 -0.2768 0.2547 -0.3077 0.15
H -0.0103 1.8702 0.0606 -0.8776 -0.1857 0.3995 0.17
H -0.1650 -1.8796 0.4886 -0.8341 0.2325 -0.3930 0.16
```
Positions in Å, forces in eV/Å.

(6)
Density functional theory data (ωB97M-V/def2-TZVPD) for 2 unconnected molecules or ions with the total composition H4N5 at a distorted geometry.

Computed properties:
LUMO	-5.4	eV
F_max	3.62	eV/Å
relative energy (zero: lowest compared OMol25 entry of this formula, charge and spin)	0.6	kcal/mol
E_tot	-275.8866	hartree
charge	+1

The geometry in XYZ format:
```
9
Properties=species:S:1:pos:R:3:forces:R:3:lowdin_charge:R:1
N 0.0725 0.6360 -1.0459 0.1853 0.9351 0.3280 0.01
H 0.9261 -1.0316 -1.5868 0.4402 -0.0168 -0.8849 0.15
H -1.1289 0.3537 0.5986 1.0736 1.3442 -1.6983 0.17
H -1.0709 1.9787 -0.0366 0.9190 0.0594 -0.6407 0.16
H -0.4575 -1.2034 -0.6015 -0.4083 -0.6296 0.7469 0.12
N 0.8047 -0.7480 1.4906 0.8388 0.3337 1.6547 0.02
N -0.6544 1.0480 -0.0983 -2.6498 -1.1276 2.1857 0.12
N 0.1608 -0.6109 -1.1078 0.2020 -0.4419 -0.6123 0.14
N 1.3476 -0.4224 2.3878 -0.6007 -0.4565 -1.0792 0.11
```
Positions in Å, forces in eV/Å.

(7)
Density functional theory data (ωB97M-V/def2-TZVPD) for 3 unconnected molecules or ions with the total composition H4N5O2 at a distorted geometry.

Computed properties:
LUMO (alpha / beta)	3.2 / 1.7	eV
F_max	6.15	eV/Å
E_tot	-426.4475	hartree
charge	-1
multiplicity	3

The geometry in XYZ format:
```
11
Properties=species:S:1:pos:R:3:forces:R:3:mulliken_spin:R:1
O 3.5205 0.7706 0.3436 2.7954 -1.6554 0.2927 0.18
H 5.1717 -0.2779 0.1665 0.0142 0.6554 -0.3326 -0.01
H -2.2041 0.3998 0.5750 2.0076 -1.1418 2.3902 -0.06
N 2.0482 -1.4261 -0.8758 -2.3176 5.4789 -0.5522 0.02
O -2.9397 0.4646 0.0383 -1.9175 2.4831 -3.2454 0.11
N -4.0483 -0.4657 0.2507 3.5980 -3.2276 2.4189 0.47
H -5.0475 0.7932 -0.7288 0.4666 1.3267 -0.9879 0.04
N 1.6527 -0.3641 -0.9430 1.6620 -5.9260 0.0596 0.01
N -5.1060 -0.0321 -0.1879 -4.1283 0.5611 -0.5710 0.38
N 4.2484 -0.4403 0.5637 -1.5249 1.4647 0.2430 0.89
H 2.7040 0.5780 0.7977 -0.6555 -0.0192 0.2846 -0.03
```
Positions in Å, forces in eV/Å.

(8)
Density functional theory data (ωB97M-V/def2-TZVPD) for a molecular structure, H4N5P3 at a distorted geometry.

Computed properties:
LUMO	-0.4	eV
F_max	5.62	eV/Å
relative energy (zero: lowest compared OMol25 entry of this formula, charge and spin)	0.0	kcal/mol
E_tot	-1300.2596	hartree
charge	0

The geometry in XYZ format:
```
12
Properties=species:S:1:pos:R:3:forces:R:3:lowdin_charge:R:1
P 3.6641 -1.2576 0.3945 0.3739 -1.9553 0.0536 0.47
H 0.1345 0.6708 -1.8975 -0.0713 1.1187 -1.8614 0.03
H 0.0383 0.2796 2.2227 0.2747 -0.5326 -1.1172 0.07
P 0.9568 0.1291 -0.0390 2.7017 -2.9479 3.9464 0.50
N -0.0545 -0.0151 -1.2366 -1.4159 -1.0605 -0.9905 -0.08
H -0.9003 -0.6753 1.1767 -0.4703 -0.2749 -0.2339 0.03
N 1.7469 1.5413 -0.0065 0.2138 -1.8294 -0.2389 -0.49
H -0.5052 -0.8729 -1.5384 0.3954 0.3078 0.0821 0.09
P 3.4194 1.5870 -0.1588 -0.3307 0.2418 0.0383 0.64
N -0.0560 -0.1659 1.2960 1.6844 1.3583 0.1775 -0.10
N 4.2139 0.2224 0.0112 -0.8672 1.6074 -0.1212 -0.67
N 2.1996 -1.6530 -0.0311 -2.4886 3.9666 0.2651 -0.48
```
Positions in Å, forces in eV/Å.

(9)
Density functional theory data (ωB97M-V/def2-TZVPD) for H4NO2PS in the gas phase at a distorted geometry.

Computed properties:
LUMO	0.5	eV
F_max	5.20	eV/Å
relative energy (zero: lowest compared OMol25 entry of this formula, charge and spin)	0.0	kcal/mol
SMILES string	NP(O)(O)=S
E_tot	-947.2682	hartree
charge	0

The geometry in XYZ format:
```
9
Properties=species:S:1:pos:R:3:forces:R:3:lowdin_charge:R:1
N -0.8497 -1.0477 0.4767 -0.6097 5.1051 -0.8038 -0.08
O -0.2603 0.5464 -1.6591 -0.9666 -0.4974 2.1086 -0.19
H -1.2258 -0.6578 1.3355 -0.1090 -0.5663 -0.2187 0.05
H -0.6383 -1.9730 0.4567 0.8716 -2.9183 0.0009 0.00
H 0.6076 1.5658 1.2199 0.6261 0.4998 0.6760 0.04
P 0.2401 0.0968 -0.1747 -0.7781 -0.9990 -0.0104 0.09
S 2.0371 -0.5474 0.0619 0.2383 0.4858 -0.4971 0.23
O -0.1833 1.3905 0.7220 -0.2297 -0.9147 -1.1515 -0.20
H 0.2726 0.6264 -2.4388 0.9571 -0.1950 -0.1040 0.07
```
Positions in Å, forces in eV/Å.

(10)
Density functional theory data (ωB97M-V/def2-TZVPD) for 2 unconnected molecules or ions with the total composition H4NO2PS at a distorted geometry.

Computed properties:
LUMO	-0.5	eV
F_max	1.18	eV/Å
relative energy (zero: lowest compared OMol25 entry of this formula, charge and spin)	91.9	kcal/mol
SMILES string	O=S1#[PH]O1.N
E_tot	-947.1218	hartree
charge	0

The geometry in XYZ format:
```
9
Properties=species:S:1:pos:R:3:forces:R:3:lowdin_charge:R:1
S 0.5855 -3.4309 -1.2780 -0.7628 0.8564 0.2568 0.72
P 0.3679 -1.4113 -1.9814 -0.0558 -0.2887 -0.0140 0.72
H 0.6897 1.2199 1.5611 -0.0340 -0.0086 -0.0579 0.01
N 0.0222 1.0123 0.8262 -0.0109 -0.0609 -0.0272 0.01
O 0.8418 -1.9801 -0.4554 0.3270 -0.3804 0.1061 -0.78
O 1.8057 -4.0433 -1.7193 0.7920 -0.3593 -0.2008 -0.52
H 0.2693 1.5853 0.0280 0.0219 0.0127 0.0243 0.00
H -1.0100 -1.3790 -1.6673 -0.3097 0.1732 -0.1906 -0.11
H 0.1699 0.0432 0.5631 0.0324 0.0557 0.1032 -0.04
```
Positions in Å, forces in eV/Å.